DFT (ωB97M-V/def2-TZVPD) results for an isolated ion of composition C3H8N2OS and charge +1.

Orbital gap (alpha / beta) = 10.3 / 4.5 eV
E_LUMO (alpha / beta) = -3.799 / -9.415 eV
Multiplicity = 2
⟨S²⟩ = 0.754
Net charge = +1
Calculated total energy = -701.7060 hartree

Last column: Löwdin charge in e.
Element x y z (Å)
N (-0.8236, 0.1164, -1.1912)  0.083
C (-0.0615, -0.2569, 0.0308)  -0.412
C (1.2714, -0.8782, -0.2349)  -0.372
S (0.9867, -2.4766, -1.0946)  1.161
C (0.1379, 1.0370, 0.8707)  -0.493
N (-1.0350, 1.4001, 1.5188)  0.182
O (1.2192, 1.5022, 1.1104)  0.122
H (-0.8942, 1.1272, -1.2019)  0.097
H (-0.3336, -2.4611, -1.1403)  -0.061
H (-0.2874, -0.1234, -2.0154)  0.074
H (-0.7381, -0.8897, 0.6320)  0.148
H (1.6489, -1.1323, 0.7587)  0.128
H (1.9361, -0.3264, -0.8871)  0.115
H (-1.8343, 1.0059, 1.0346)  0.102
H (-1.1927, 2.3559, 1.8092)  0.127


DFT (ωB97M-V/def2-TZVPD) results for one molecule with the formula C3H8N2OS2.

Orbital gap = 9.5 eV
E_LUMO = 0.561 eV
Multiplicity = 1
Net charge = 0
SMILES = NC(=O)[C@H](N)CSS
Calculated total energy = -1100.2219 hartree

Last column: Löwdin charge in e.
Element x y z (Å)
S (-0.4860, -3.7383, 0.4516)  0.273
S (0.3244, -2.1047, 1.1420)  0.413
C (-0.6044, -0.6112, 0.7204)  -0.514
C (0.4155, 0.3382, 0.1299)  -0.402
C (-0.4075, 1.6123, -0.4474)  -0.485
N (0.1992, 2.7973, -0.6831)  0.159
O (-1.5848, 1.3729, -0.6550)  0.031
N (1.2946, -0.2109, -0.9284)  -0.005
H (-1.4239, -4.3803, 1.1983)  -0.184
H (-1.0587, -0.1555, 1.6088)  0.085
H (-1.4363, -0.6982, 0.0263)  0.083
H (1.1691, 0.7293, 0.9799)  0.171
H (1.1815, 2.9277, -0.5453)  0.095
H (-0.4295, 3.6304, -0.7651)  0.139
H (2.0084, -0.8265, -0.5135)  0.051
H (0.8384, -0.6824, -1.7197)  0.090


DFT (ωB97M-V/def2-TZVPD) results for one molecule with the formula C3H8N2S.

Orbital gap = 9.1 eV
E_LUMO = 0.422 eV
Multiplicity = 1
Net charge = 0
SMILES = CN(C)NC=S
Calculated total energy = -626.6653 hartree

Last column: Löwdin charge in e.
Element x y z (Å)
C (-1.4874, -1.1027, -0.1513)  -0.027
C (-0.6124, 1.2279, -0.0727)  -0.124
C (2.1957, -0.0162, 0.5794)  -0.683
H (-1.4518, -0.7847, -1.1725)  0.052
H (-1.1974, -2.2141, 0.2189)  0.136
H (-2.3362, -0.6715, 0.4548)  0.088
H (-1.7405, 1.5422, -0.0099)  0.112
H (-0.4298, 1.1946, -1.1580)  0.071
H (0.0881, 2.0235, 0.1461)  0.076
H (0.9939, -0.5539, -0.8949)  0.084
H (1.9159, 0.0055, 1.6531)  0.068
N (-0.4415, -0.1360, 0.4866)  -0.270
N (0.8351, -0.3357, 0.0605)  -0.147
S (3.6683, -0.1791, -0.1402)  0.564


DFT (ωB97M-V/def2-TZVPD) results for one molecule with the formula C3H8N2S.

Orbital gap = 8.6 eV
E_LUMO = 0.707 eV
Multiplicity = 1
Net charge = 0
Calculated total energy = -626.6400 hartree

Last column: Löwdin charge in e.
Element x y z (Å)
C (0.1530, 1.3355, -0.9328)  -0.242
C (-1.2590, 1.0563, -0.6360)  -0.170
C (-0.1592, 0.4540, 0.1950)  -0.565
N (2.0984, -1.3251, 0.4973)  -0.310
N (-0.6263, -1.7594, 1.1147)  -0.241
S (0.3070, -1.1964, -0.1511)  0.933
H (0.8027, 0.8943, -1.7981)  0.137
H (0.5191, 2.3248, -0.6744)  0.100
H (-1.9397, 1.9906, -0.3953)  0.151
H (-1.7061, 0.3283, -1.3154)  0.090
H (-0.0593, 0.9522, 1.2124)  0.152
H (2.5870, -0.6873, -0.1161)  -0.124
H (-0.7199, -2.7621, 1.0851)  0.040
H (0.0024, -1.6055, 1.9149)  0.050


DFT (ωB97M-V/def2-TZVPD) results for C3H8N2S3 as an isolated structure.

Orbital gap = 9.2 eV
E_LUMO = 0.712 eV
Multiplicity = 1
Net charge = 0
Calculated total energy = -1423.1019 hartree

Last column: Löwdin charge in e.
Element x y z (Å)
C (-0.9054, -1.0656, -2.0521)  -0.925
C (-0.3741, 0.2068, 0.2632)  -0.860
C (0.5613, 0.4520, 2.8843)  -0.395
N (0.4681, -0.7752, -1.9000)  -0.219
N (0.7070, 0.3837, -1.2306)  -0.053
S (-1.7609, -0.6761, -0.4199)  0.769
S (-1.6877, 0.0174, -3.3186)  0.696
S (0.5557, -0.7081, 1.4839)  0.767
H (-1.0939, -2.1083, -2.3029)  0.068
H (-0.6013, 1.2155, 0.5783)  0.042
H (-0.3215, 1.0764, 2.8205)  0.030
H (1.4735, 1.0406, 2.8649)  0.030
H (0.5173, -0.1563, 3.7837)  0.028
H (0.9829, -1.5299, -1.4479)  0.119
H (0.2307, 1.1414, -1.7269)  0.053
H (-1.1210, -0.5740, -4.3654)  -0.152


DFT (ωB97M-V/def2-TZVPD) results for C3H8N3 as an isolated structure.

Orbital gap (alpha / beta) = 8.7 / 7.9 eV
E_LUMO (alpha / beta) = -7.087 / -7.615 eV
Multiplicity = 1
Net charge = +1
Calculated total energy = -282.9326 hartree

Last column: Löwdin charge in e.
Element x y z (Å)
C (-2.2560, -0.1899, 0.0872)  -0.216
C (-0.4009, 1.1194, 0.0677)  -0.225
C (1.6411, -0.0978, 0.0223)  -0.061
N (-1.8124, 1.0207, 0.0116)  0.159
N (-1.5979, -1.2444, -0.3943)  0.181
N (0.3905, 0.1275, -0.5552)  0.067
H (-3.3501, -0.2856, 0.5753)  0.197
H (-0.2326, 2.0555, -0.3000)  0.136
H (-0.1299, 1.2563, 1.1172)  0.172
H (1.7303, 0.3696, 1.0523)  0.127
H (2.0627, -1.1597, -0.0422)  0.144
H (2.4117, 0.4515, -0.4273)  0.095
H (-1.8715, -2.2309, -0.0047)  0.184
H (-0.5030, -0.6937, -0.6012)  0.040


DFT (ωB97M-V/def2-TZVPD) results for an isolated ion of composition C3H8N3 and charge +1.

Orbital gap = 10.2 eV
E_LUMO = -4.578 eV
Multiplicity = 1
Net charge = +1
SMILES = C[N+]1=NNCC1
Calculated total energy = -283.0450 hartree

Last column: Löwdin charge in e.
Element x y z (Å)
C (-0.6848, 1.1157, 1.1209)  -0.066
C (-0.0536, -0.2952, 0.8827)  -0.100
C (0.6401, -1.4970, -1.2396)  0.012
N (0.0628, 0.7962, -1.0442)  0.139
N (-0.3496, 1.7056, -0.2145)  0.033
N (0.1043, -0.3788, -0.5381)  -0.182
H (-1.7707, 1.1206, 1.2613)  0.123
H (-0.2320, 1.6700, 2.0297)  0.158
H (1.0008, -0.5816, 1.2601)  0.169
H (-0.7843, -1.0474, 1.3185)  0.154
H (0.6242, -2.4427, -0.6180)  0.137
H (1.7626, -1.4180, -1.3885)  0.131
H (0.2570, -1.4237, -2.1787)  0.067
H (-0.5767, 2.6764, -0.6516)  0.226


DFT (ωB97M-V/def2-TZVPD) results for a 2-piece molecular cluster, C3H8N3 overall.

Orbital gap = 9.1 eV
E_LUMO = -6.217 eV
Multiplicity = 1
Net charge = +1
Calculated total energy = -282.9546 hartree

Last column: Löwdin charge in e.
Element x y z (Å)
C (-1.1935, 0.0034, 1.1608)  -0.045
C (-0.4410, 0.2510, -0.0291)  -0.287
C (0.0409, 1.3739, -0.6503)  -0.008
N (-2.1456, -0.3991, 0.1442)  0.184
N (-1.3746, -0.4364, -0.7961)  0.160
N (1.5270, -1.2642, -0.2910)  0.102
H (-0.8139, -0.8241, 1.6902)  0.132
H (-1.4005, 0.7994, 1.8228)  0.134
H (0.4067, 1.1660, -1.6423)  0.116
H (0.8673, 1.8346, -0.0447)  0.143
H (-0.8012, 2.0715, -0.6005)  0.149
H (1.1880, -2.2155, -0.6526)  0.113
H (1.7790, -1.2963, 0.6889)  0.056
H (2.3616, -1.0642, -0.8002)  0.050


DFT (ωB97M-V/def2-TZVPD) results for an isolated ion of composition C3H8N3O and charge +1.

Orbital gap = 11.1 eV
E_LUMO = -3.710 eV
Multiplicity = 1
Net charge = +1
SMILES = NC(=[NH2+])/N=C\CO
Calculated total energy = -358.3339 hartree

Last column: Löwdin charge in e.
Element x y z (Å)
C (1.0851, 1.1945, -0.0095)  0.020
C (1.7819, -0.1171, 0.0867)  -0.225
C (-0.9895, 0.1350, -0.1335)  -0.536
N (-0.1782, 1.1257, -0.2320)  0.149
N (-1.4484, -0.0972, 1.1033)  0.213
N (-1.6930, -0.1974, -1.2044)  0.204
O (0.8688, -1.1441, 0.2819)  -0.055
H (1.3377, 2.2457, -0.1002)  0.150
H (2.3007, -0.2202, -0.8061)  0.111
H (2.6315, 0.0358, 0.8939)  0.182
H (-0.8362, -0.1073, 1.9053)  0.139
H (-2.3709, -0.4570, 1.1935)  0.122
H (-2.6246, -0.6750, -1.3817)  0.177
H (1.4493, -1.9583, 0.4940)  0.184
H (-1.3141, 0.2368, -2.0913)  0.165


DFT (ωB97M-V/def2-TZVPD) results for an isolated ion of composition C3H8N3O and charge +1.

Orbital gap = 10.4 eV
E_LUMO = -3.770 eV
Multiplicity = 1
Net charge = +1
SMILES = CC1=N[C@H]([NH3+])NO1
Calculated total energy = -358.2889 hartree

Last column: Löwdin charge in e.
Element x y z (Å)
C (0.3714, -0.9842, 0.3141)  -0.444
C (-0.2149, 1.1299, 0.2005)  -0.304
C (0.4705, -2.4164, 0.5164)  0.049
N (-0.6470, -0.2907, 0.4950)  0.164
N (1.1528, 1.0595, -0.2811)  0.092
N (-1.1588, 1.6381, -0.8575)  0.182
O (1.4580, -0.3319, -0.1100)  0.029
H (-0.5218, 1.7669, 1.0990)  0.180
H (-0.3195, -2.6155, 1.0991)  0.057
H (1.3738, -2.6843, 1.0849)  0.125
H (0.4637, -3.0387, -0.3339)  0.098
H (1.9358, 1.5031, 0.2082)  0.159
H (-2.2564, 1.6430, -0.5783)  0.242
H (-1.2263, 1.0145, -1.7233)  0.195
H (-0.8815, 2.6067, -1.1331)  0.175


DFT (ωB97M-V/def2-TZVPD) results for a 2-piece molecular cluster, C3H8N3O overall.

Orbital gap = 10.0 eV
E_LUMO = -3.555 eV
Multiplicity = 1
Net charge = +1
Calculated total energy = -358.3227 hartree

Last column: Löwdin charge in e.
Element x y z (Å)
C (-1.5333, 0.8807, -1.1454)  -0.357
C (0.2023, -1.5365, 0.0006)  0.079
C (0.6233, -0.3815, 0.4759)  -0.474
N (-2.6797, 0.4803, -1.2786)  0.241
N (-0.0019, 0.2676, 1.5643)  0.130
N (1.7975, 0.3504, 0.0726)  0.253
O (-0.5202, 1.4451, -0.9159)  0.092
H (0.9121, -2.1775, -0.5884)  0.099
H (-0.7784, -1.9460, -0.0493)  0.071
H (-3.2376, -0.2739, -1.6224)  0.099
H (-0.8793, -0.1023, 1.9644)  0.143
H (-0.0200, 1.2347, 1.4887)  0.060
H (1.6192, 1.2060, 0.6577)  0.182
H (1.7200, 0.5439, -0.9150)  0.162
H (2.7760, 0.0091, 0.2910)  0.219


DFT (ωB97M-V/def2-TZVPD) results for a 2-piece molecular cluster, C3H8N3O overall.

Orbital gap (alpha / beta) = 8.1 / 8.1 eV
E_LUMO (alpha / beta) = -4.897 / -4.898 eV
Multiplicity = 1
Net charge = +1
Calculated total energy = -358.2089 hartree

Last column: Löwdin charge in e.
Element x y z (Å)
C (0.2748, -1.4087, -0.3783)  0.015
C (0.5884, 1.3028, 0.7358)  0.073
C (-1.0271, 0.4373, -0.7010)  -0.200
N (-1.8763, 0.2062, 0.3527)  -0.067
N (0.0021, 1.2955, -0.4341)  0.007
N (1.1773, -0.9544, 0.4768)  0.076
O (-2.8081, -0.5643, 0.2354)  0.029
H (-0.5539, -1.9954, -0.0142)  0.109
H (0.5299, -1.4849, -1.4231)  0.113
H (1.4427, 1.9381, 0.8972)  0.114
H (0.0128, 0.9509, 1.5780)  0.104
H (-1.3707, 0.3636, -1.7284)  0.151
H (0.4257, 1.7816, -1.2213)  0.185
H (1.0742, -1.1536, 1.4632)  0.148
H (2.1082, -0.7148, 0.1614)  0.144


DFT (ωB97M-V/def2-TZVPD) results for a 2-piece molecular cluster, C3H8N3O overall.

Orbital gap (alpha / beta) = 7.3 / 8.5 eV
E_LUMO (alpha / beta) = -4.280 / -3.511 eV
Multiplicity = 1
Net charge = +1
Calculated total energy = -358.2680 hartree

Last column: Löwdin charge in e.
Element x y z (Å)
C (-1.3335, 0.4875, 0.3806)  -0.141
C (1.5498, 0.6573, 0.0833)  -0.301
C (-0.0401, -1.5659, 0.1791)  0.067
N (-2.2686, 1.2960, -0.1258)  0.191
N (2.8328, 0.2473, -0.0527)  0.173
N (-1.0194, -0.6697, -0.2437)  0.002
O (0.8316, 1.5704, -0.0956)  0.108
H (-0.8022, 0.5473, 1.3646)  0.174
H (0.3495, -1.4987, 1.1673)  0.061
H (0.3723, -2.1906, -0.5772)  0.076
H (-2.7015, 1.9729, 0.4771)  0.134
H (-2.7230, 1.0206, -0.9603)  0.120
H (3.3055, -0.3226, 0.5691)  0.088
H (3.2605, 0.8376, -0.7577)  0.125
H (-1.3951, -0.8013, -1.1099)  0.121


DFT (ωB97M-V/def2-TZVPD) results for a 2-piece molecular cluster, C3H8N3O2 overall.

Orbital gap (alpha / beta) = 7.3 / 7.3 eV
E_LUMO (alpha / beta) = -5.243 / -5.242 eV
Multiplicity = 1
Net charge = +1
Calculated total energy = -433.4336 hartree

Last column: Löwdin charge in e.
Element x y z (Å)
C (-1.8387, 0.7759, -0.6251)  -0.223
C (1.9810, 0.0232, 0.4842)  -0.063
C (1.3429, -1.3831, 0.8648)  -0.024
N (0.4754, -0.5837, -1.0702)  0.104
N (-2.6555, 1.3775, 0.2156)  0.111
N (1.4447, 0.2201, -0.8242)  0.106
O (-2.5388, 0.1035, -1.5467)  0.038
O (0.3566, -1.4655, -0.1904)  0.016
H (1.5019, 0.6800, 1.0929)  0.087
H (3.1192, 0.1853, 0.6746)  0.186
H (2.0925, -2.1957, 0.8710)  0.142
H (0.9273, -1.4071, 1.8728)  0.139
H (-2.2648, 1.9753, 0.9277)  0.098
H (-3.5357, 1.1121, 0.5049)  0.084
H (-1.9038, -0.4579, -1.9468)  0.051
H (1.4957, 1.0400, -1.3051)  0.148


DFT (ωB97M-V/def2-TZVPD) results for C3H8N3S as an isolated structure.

Orbital gap = 7.6 eV
E_LUMO = -6.180 eV
Multiplicity = 1
Net charge = +1
Calculated total energy = -681.1412 hartree

Last column: Löwdin charge in e.
Element x y z (Å)
C (-0.8067, -0.9101, -0.5520)  -0.286
C (-2.2139, 0.1654, 0.8090)  -0.111
C (3.0151, -0.4078, -0.3600)  -0.429
N (-1.8867, -1.0337, 0.1727)  0.081
N (-0.1967, 0.2685, -0.4755)  -0.121
N (-1.2297, 1.1379, 0.0934)  0.071
S (1.6323, -0.3279, 0.7987)  0.816
H (-0.2163, -1.6214, -1.0460)  0.115
H (-3.1737, 0.4625, 0.4642)  0.130
H (-1.9105, -0.0548, 1.8230)  0.143
H (2.5486, -0.1264, -1.3849)  0.086
H (3.4183, -1.4760, -0.1091)  0.080
H (3.6492, 0.4057, 0.0331)  0.024
H (-1.7493, 1.4786, -0.7625)  0.201
H (-0.8801, 2.0395, 0.4959)  0.201